[1]
Formula: C46H91Br2F2N2O10S
Source: the OMol25 dataset
Level of theory: ωB97M-V with the def2-TZVPD basis set

LUMO ... -0.117 Ha
Frontier orbital gap ... 7.478 eV
Total charge ... +1

Geometry as XYZ:
```
154
C46H91Br2F2N2O10S | the OMol25 dataset | ωB97M-V with the def2-TZVPD basis set
H 3.35168 0.70783 4.18682
C -4.18800 3.84064 -3.07523
H -7.86596 0.64597 0.42774
C -7.16559 0.29248 -0.32997
C -2.22297 -0.58581 1.47158
C -3.37408 2.70545 -2.47892
H 0.40167 8.24693 3.46202
H 0.15094 -3.23723 2.84683
H -3.26099 -4.31194 -3.59993
C 0.59983 -2.57036 2.10358
H -4.15114 -1.87912 -5.35217
C -3.53055 1.42719 -3.28835
C 4.80104 -1.42248 0.10284
H 5.63157 -6.19596 -2.59595
H 1.65322 -4.80658 2.93696
H 6.29394 -5.94786 -0.21992
H -0.29204 -3.17471 -1.21758
C 3.56734 -5.72837 -2.19784
H 3.67888 -0.31726 2.27115
O -5.86157 0.40699 0.25681
H 7.27973 2.99170 1.39036
S 0.33442 0.33181 5.01912
H -4.06964 4.75314 -2.49081
H -3.69418 2.52993 -1.44892
O -5.27741 -3.00209 -2.38426
C -2.15277 4.24079 -8.40991
C 2.85983 -2.22288 3.13624
H -2.69400 6.26162 -6.56518
H -8.25678 1.13478 -2.00453
C 3.00292 -5.29519 0.08806
C 2.62815 -5.41131 -1.23798
H 3.45768 -3.00965 3.59636
H -0.41048 1.30660 0.75180
C 0.86458 0.09021 2.02961
H 3.18480 -2.37481 -2.57871
H 1.01832 5.89069 3.27053
H 7.81050 4.00624 0.04060
H 4.64732 -5.43216 1.46965
C 2.27252 -4.33361 2.15424
H 1.29040 2.66619 0.28541
C 2.05683 -1.76581 4.37854
C -1.77382 -4.99691 3.62044
H -5.24925 3.59279 -3.12206
H -5.23342 0.10018 -0.40731
C -0.50145 -3.57700 5.02973
H -6.53497 0.86469 -2.30951
H 1.60231 -5.25877 -1.53931
H 1.90022 -2.71194 4.89861
C 5.26746 -5.81046 -0.52731
H -0.84150 -0.79885 -0.26729
H -1.82184 5.21468 3.22079
C -1.88610 -0.69668 0.00130
C 0.16725 -1.17219 2.66869
N 0.61068 -1.26873 4.18444
H -0.90882 -5.11958 2.95009
O 3.97589 -2.25249 -0.71604
O 1.98481 -5.02641 0.98068
H 5.77894 2.16082 -2.54805
H 6.90760 3.50688 -2.32821
F 3.90165 -1.96422 5.70767
C -1.53610 6.25348 3.37833
H 4.87567 -1.84809 -2.53115
C 4.89285 -5.93375 -1.85389
H -2.02163 5.41456 -5.15893
H -3.20284 -1.05830 1.57040
H -7.04686 2.22038 -1.30000
C 3.97936 -1.31520 2.58448
H -2.34166 3.26218 -8.85056
H 3.30047 -4.51153 2.45002
H 4.72094 2.19010 0.19001
H -3.36643 -1.74927 -3.76766
C 3.90321 -1.76510 -2.03581
H 5.79416 -1.41246 -0.35938
H 2.32669 -1.00857 6.40098
H 3.19790 1.05148 5.91894
C 2.87567 -1.03021 5.46238
O -1.75085 -3.88344 4.41919
H -4.41952 -2.92840 -1.94888
C -0.50902 6.65096 2.32976
C 1.22246 2.50427 1.35659
H 7.33896 1.64657 -0.69129
H 4.43344 -0.40021 0.06646
O 5.45722 1.58697 0.03574
H -2.46537 0.45768 1.65186
C -0.12617 -2.97684 0.84792
C -4.23352 -4.35715 -4.09893
H -1.23800 -1.58388 5.28733
C 6.97421 3.43386 0.44173
H -2.94290 0.61734 -2.85200
H -7.38577 -1.78433 0.22197
H 3.58781 -0.71559 -2.05675
H 4.60207 0.21725 5.31487
H -4.57410 1.11772 -3.32339
Br 1.72946 -0.30280 0.32035
C -1.96687 5.51525 -6.24417
C -1.37531 -1.12829 2.63884
C 6.09571 2.94778 -1.86314
C -2.22296 4.16568 -6.89383
H -4.75100 -5.24508 -3.73633
Br -1.10548 2.30266 2.90401
H -3.83332 4.04559 -4.08948
H 1.18471 1.08471 4.31481
C 6.52608 2.35589 -0.53131
C 0.14502 1.42939 1.67319
H -0.40911 3.48871 -6.64221
H 4.66043 -1.17184 3.42262
H 3.27276 -5.83603 -3.23196
H 1.43571 -3.03611 -0.57301
H 0.66946 8.35438 1.72280
H -2.42873 6.87709 3.33146
C -4.32933 -1.85361 -4.27638
H -4.06511 -4.46566 -5.17093
H 4.55455 -3.05872 1.39254
C 4.82755 -2.01248 1.50244
H -4.92302 -0.97130 -4.04231
H -2.28833 0.16721 -0.53021
H -3.17597 1.56787 -4.31327
O -1.99215 3.06687 -2.39970
H -0.55609 -3.95320 6.05263
H -0.93067 6.50375 1.33487
C 0.37433 -3.07246 -0.37041
C -7.45221 -1.16075 -0.67023
C -0.27927 -2.07515 5.14035
H -8.44698 -1.27903 -1.10231
H 5.86552 -2.00161 1.83376
H -1.18477 -3.17386 0.96724
C -5.03964 -3.10527 -3.78946
C -0.06542 8.09569 2.48475
H 0.20937 -1.93730 6.10572
N 2.03146 -2.89161 2.13100
H 0.95798 3.46020 1.80055
O -1.29327 3.19903 -6.39296
H -1.10716 6.34224 4.38067
H -2.88267 4.94755 -8.80532
H -3.20678 3.79999 -6.59382
H -1.71050 -2.13788 2.85628
C -7.26308 1.18253 -1.55827
C 4.32650 -5.50359 0.44089
O 0.62309 5.77253 2.39985
H 2.20136 2.22336 1.74741
O -2.69249 -5.74955 3.61443
H 5.24933 3.62574 -1.72083
H -1.72642 -0.55102 3.49499
H 1.74046 0.32770 2.62874
H -6.02345 -3.18263 -4.25358
H -6.71021 -1.53232 -1.38094
H 6.15160 4.12549 0.64537
H -0.91015 8.77947 2.39982
H 0.30820 -4.14184 4.56711
H -0.96819 5.88788 -6.48686
C 3.52761 0.31915 5.18540
H -1.15693 4.56168 -8.72738
H -1.68156 3.22217 -3.30053
F -2.55168 -1.81460 -0.54210
```


[2]
Formula: C46H91NO16Rb3
Source: the OMol25 dataset
Level of theory: ωB97M-V with the def2-TZVPD basis set

LUMO ... -0.129 Ha
Frontier orbital gap ... 5.496 eV
Total charge ... +1

Geometry as XYZ:
```
157
C46H91NO16Rb3 | the OMol25 dataset | ωB97M-V with the def2-TZVPD basis set
O -5.06986 2.42640 3.65876
H -0.38215 0.70862 -5.87596
C 4.47498 1.63304 7.03144
H -2.56994 -2.89488 0.39828
H 1.05903 -4.34770 7.56280
C -4.90498 -2.24644 -5.04611
H 1.80955 -4.38790 3.32242
H -3.66284 -1.95224 2.64238
H -5.59339 -0.60701 4.67989
O 0.41612 5.69199 0.91563
H 0.30889 -2.94151 -7.86656
H 0.69343 -1.67514 2.18441
O 6.17643 -4.01928 1.91046
H -2.83293 -4.93622 -1.53559
O 2.69578 -1.35319 -0.50980
H 3.10642 -0.92740 6.47215
H -0.58063 -0.69933 -6.91966
H 2.07292 -0.76398 -8.15955
H -5.47544 2.23748 0.48304
H 0.88710 -0.43365 -9.36342
C -1.75402 -3.50982 0.77077
H 4.95884 0.81478 7.57841
H 2.84039 4.91235 0.02799
O -1.13093 0.22015 5.04779
H -1.04757 -0.60549 1.35489
H -1.29625 3.93455 0.28915
O 3.87785 6.28701 -2.14608
H -1.93493 -4.03252 1.70597
H 0.23632 2.43444 6.97004
H -5.15568 -1.15433 6.28969
H -0.64828 -5.30969 -4.87884
H -0.54228 1.03174 1.43133
O 3.38897 1.71926 4.93412
H -0.35894 1.87576 -5.48013
H 1.81748 -2.86839 4.03302
H -4.63714 3.60653 1.06665
H -1.09790 3.23077 4.65152
C -4.88670 2.57690 1.33583
C 1.79631 1.20080 0.73749
H 0.88317 0.79395 6.82357
H 2.40429 -1.25600 2.04645
C -1.32467 4.14927 1.36192
Rb 3.05429 -4.19558 0.19700
C -7.12556 2.51392 2.53777
H 0.40039 6.36151 3.23809
H -2.73824 -3.85707 -5.16292
H 3.24481 3.79573 -1.29647
H 6.19064 6.76208 -1.38423
C 1.00129 -3.74524 6.66385
H -7.49973 3.08752 3.38192
C 0.14353 0.02010 -6.53405
H 5.25876 2.32161 6.72907
H -3.44841 -0.30694 3.23165
C 0.71455 -0.78961 -1.70700
H -7.51839 1.49821 2.65950
H 2.35429 0.33845 -2.64319
H -1.93493 2.21965 -6.30531
C -2.42539 -2.87900 -5.52536
H -0.88649 -4.22281 -7.70166
C -0.46491 0.13460 0.80642
H 0.12451 -2.04181 -3.41175
H 3.77201 2.11752 7.70175
C 3.75423 -0.47779 5.71992
C 1.04628 -0.14428 0.70758
C 0.63782 -4.11615 -6.13066
H -3.94644 2.02543 1.37321
O 5.92683 -3.52301 4.12067
H 2.80192 1.11336 1.16013
C 5.71243 6.11721 -0.64907
C -3.52163 -1.82641 -5.44705
O 0.52056 1.97470 -7.77556
C -0.77654 -0.54920 -1.54720
H 6.34557 5.29808 -0.32493
C -1.87461 -4.39819 -1.63228
C 0.88289 -1.98197 -2.62715
H 1.32473 1.96810 1.35206
H -1.05723 3.21832 1.86763
H -7.47161 2.90281 1.58586
H 1.10451 -5.58283 -4.66352
H 1.41436 -2.74037 6.79314
C -1.14467 0.48997 -0.50307
C -0.60194 1.23510 5.39236
C 0.12236 4.44672 -5.50114
O -3.58324 -2.81326 5.24217
H 1.15912 1.36329 -1.85713
H 1.83288 -2.00083 -3.15548
H -1.23986 -0.41658 -2.52805
C 4.38880 5.65783 -1.25127
H -0.63585 2.02932 3.41056
C -0.02802 1.39179 6.78948
O -2.11574 4.49129 -4.73827
C -1.33747 2.35271 -5.40652
H -0.86981 1.50178 -0.82799
H -2.10538 -1.55401 3.40461
C -4.74786 -0.77797 5.35103
H 0.85069 4.26958 -4.70199
H 5.24213 -2.99290 4.56975
H -1.86559 1.87332 -4.57998
O -0.27010 -5.17303 -0.07005
C 0.16191 -3.97758 -7.56495
H -0.91147 -2.82905 0.95056
O 2.52320 -5.24668 5.66055
H 3.39000 -0.71693 4.72523
H -4.80618 -2.66643 -4.03417
H 5.45877 6.78767 0.17897
H -1.62323 -2.50733 -4.88418
H -1.21822 -1.48043 -1.15513
H 0.25274 -6.24022 -6.06166
H -2.23022 0.47107 -0.37598
C 3.65285 4.50632 -0.57831
C -1.24508 -4.46533 -0.28725
O 4.49071 -2.71089 2.52579
O 1.37995 -3.27816 -5.65610
H 4.78086 -0.81465 5.89205
C 5.52245 -3.43058 2.78270
C -3.16609 -1.34937 3.40879
H 0.26128 -3.72970 4.10142
H 0.00945 5.52810 -5.56730
C 0.31490 -5.38595 -5.38577
C -3.79197 -1.72991 4.74758
C -0.40621 5.28345 1.68404
H -0.05885 -3.61283 6.43194
H 0.55222 2.74936 4.41568
Rb 5.27334 -0.02776 1.57119
Rb 4.41863 -1.56677 -2.98850
H -0.76401 1.06546 7.51628
N 1.31109 -1.05636 -0.39261
H -5.59386 -1.41453 -5.05137
H 0.94495 -0.50210 -6.00996
C 1.33858 -3.85739 4.14900
O -3.26978 -0.73223 -5.85617
C -0.53888 5.81570 3.10787
H -4.29105 0.18093 5.60804
C -5.64113 2.44680 2.61352
H -5.23032 -3.07388 -5.67803
H 4.33939 3.94917 0.07172
H -1.36333 6.52134 3.20407
C -0.47958 2.36229 4.43325
C 3.81354 1.02102 5.82646
C 1.72976 -4.37860 5.50805
H 0.78220 0.58422 -3.38525
H -2.12414 -2.86792 -6.56657
C -1.18234 3.82458 -5.12131
H -2.37336 4.32845 1.60691
C 1.39423 -0.84268 2.02984
H 2.01177 1.61857 -0.24505
H 0.79873 -2.93654 -2.09335
H -0.62863 5.02492 3.83812
C 0.73076 0.82247 -7.66350
H 2.25682 0.70292 -9.19467
H -1.27599 -4.92279 -2.37225
C 1.28638 0.44837 -2.42185
H -2.16518 -3.39812 -1.94763
H 1.17853 -0.19947 2.88899
C 1.56335 0.06650 -8.66047
H 0.49410 4.06660 -6.44981
H 0.85329 -4.57565 -8.16291
```


[3]
Formula: C46H92Cl10O18
Source: the OMol25 dataset
Level of theory: ωB97M-V with the def2-TZVPD basis set

LUMO ... 0.015 Ha
Frontier orbital gap ... 10.198 eV
Total charge ... 0

Geometry as XYZ:
```
166
C46H92Cl10O18 | the OMol25 dataset | ωB97M-V with the def2-TZVPD basis set
H -3.51492 -2.00868 0.98919
H -4.94950 4.50521 4.19624
C -1.33828 6.79938 2.97760
H 2.41332 0.85709 -0.74893
Cl -2.18226 -3.20989 3.86591
H 1.27683 -9.79475 -0.77405
H 1.61763 -5.29503 -1.55907
H -2.08515 -1.86109 -2.86966
H 3.79095 4.49191 3.59548
H -3.79619 2.35934 -3.20414
H -3.24515 -3.49690 0.09572
H -5.14066 4.74281 2.47991
H 2.31694 -3.27399 0.20063
H -0.95963 6.02301 -4.52955
C -1.47257 -2.35282 -4.89690
C -4.40827 4.79147 3.31040
H -5.36528 -1.35244 -0.58146
C -2.98204 1.89458 -3.76215
H -1.51265 2.49594 1.67072
H 3.10559 -4.90957 -2.35161
O 0.73386 5.50487 -1.29753
C 1.45596 1.78572 -3.45347
O -0.46558 -5.24232 -1.22550
C 4.47099 -0.67240 4.96248
C -1.31845 -4.77312 4.29636
H 1.06616 -1.46759 -7.49503
O 1.72642 1.79240 4.85456
H 0.63034 0.15836 2.92748
H -4.71184 -3.27029 1.11667
H 0.77504 -9.08022 -2.38492
H 5.55092 5.30293 -1.48084
H 3.39786 -2.22714 1.18711
H -0.45843 -6.43984 3.18980
H -5.92398 -5.10639 -3.15481
H 3.81734 5.06907 -1.99911
O -2.21126 3.89777 3.69844
H 0.30859 3.59627 5.53066
C -0.28835 5.95328 2.32403
H 4.64391 -4.47968 0.35891
C 2.91984 -3.23702 1.13101
H 4.60590 -4.32509 2.09912
H 0.60602 0.11022 -8.23896
C 0.67149 -0.88215 -0.45825
C -1.54776 -1.40027 -3.75265
H 1.79125 1.97471 0.51201
O -3.50643 2.97844 2.20407
H 1.96852 2.17545 -2.57697
H -4.05694 0.50704 1.69052
C -5.49894 -4.28146 -3.74223
H 6.27506 0.25600 5.66595
H -3.77261 -1.60736 -1.38035
H -3.30380 1.09868 0.22986
C 4.61024 4.69052 -1.30437
C 1.74039 4.91093 3.00335
H -3.14167 1.86700 -4.83365
H -2.08813 2.55058 -3.59013
H 3.86731 1.32171 1.38262
H -3.33892 -6.71008 -1.74617
H 3.60645 -0.40967 1.11631
H -4.53492 -4.47937 -4.25228
H -0.52534 -1.62222 1.10000
C 0.64577 1.23730 4.79989
H -0.42404 -4.78383 2.39951
C 2.79610 4.86133 4.01267
H 1.17850 -3.00100 -2.22648
C -2.70480 -5.86383 -1.99420
H -0.54482 -1.13761 -3.36423
C 1.71343 0.16632 -6.38860
Cl 2.24993 -3.05852 -4.35394
Cl 5.21197 1.86088 4.21545
C 0.68076 -0.44962 -7.27596
O 2.75625 0.58409 -6.84291
Cl 3.15196 -5.98903 1.39738
H 3.51905 -0.36178 4.55598
H 1.09568 2.62834 -4.03197
H -2.25565 6.63057 2.41817
C -0.96865 -5.48656 3.01273
H 2.91855 5.72320 4.61457
H -0.05414 6.80343 -3.21709
O 0.92171 0.04526 0.46985
O -5.15340 -3.17565 -1.64339
C -0.15888 4.83286 -1.66168
H -0.24732 -0.51549 -6.71435
H -1.74640 3.72105 -0.64350
O -0.49078 1.69516 5.40992
C 3.97778 -4.33761 1.21124
H 0.83560 -0.76588 4.37442
H -1.35428 -1.46906 -0.44268
H 1.04876 4.82811 -5.21739
C -4.60039 -2.11619 -0.79857
C -0.16274 5.92893 -3.80233
O -4.91617 -1.88058 -3.52682
C 1.15123 5.61437 -4.44923
H 4.03060 5.99306 0.30062
C 2.08367 0.92070 0.29244
C 0.28524 0.07510 3.95760
H 3.22411 4.31787 0.33972
C -3.06968 0.84853 1.25126
C -1.28214 -6.08662 -1.54920
C 5.28460 0.57166 5.45560
C 2.26365 0.91099 -4.24804
H -0.57914 2.68081 -1.27974
H 4.33568 -1.35752 5.81976
H 0.59124 2.59652 7.01797
H -0.74525 -0.19139 3.99446
Cl 4.83007 2.96393 -1.76999
H 2.80487 0.13666 -3.61292
C 0.23570 -7.81473 -0.83386
Cl 1.72726 -3.35830 2.48916
H -1.11549 7.86594 3.04875
H -0.62514 -2.22311 -5.54856
H -0.25581 -2.82276 -0.17007
H 1.43867 6.50404 -5.01478
H -2.12415 1.61105 3.04731
C -0.41844 -1.73493 0.01859
C -2.45102 0.63792 -3.23805
H -3.08397 -4.95613 -1.44333
H -2.18880 3.72785 6.17728
H -1.49898 6.42827 4.03071
H -3.92917 5.74146 3.51472
C -1.43611 3.35602 6.83577
H 0.57691 1.25171 -3.05468
C 2.03530 -4.97932 -2.53747
O -2.14350 -0.20449 -4.22621
H 3.02465 1.41722 -4.81233
Cl -2.40803 -5.95827 2.08757
H 4.86212 1.00610 6.35695
H 1.07543 -7.11293 -1.02002
Cl 5.26943 4.34604 1.34908
C 1.31365 -3.73339 -3.02698
H -2.39492 -2.20450 -5.47433
H -0.39805 -9.77063 -1.30936
H -0.17734 3.67527 0.08931
H -6.20963 -4.15083 -4.53690
O 1.36861 0.20622 -5.11287
O -1.00495 -7.39756 -1.48149
C -3.26171 3.89773 3.08735
H -0.08515 6.28925 1.31245
H 0.27089 -3.95407 -3.27947
C 3.08810 0.54659 1.33465
Cl 5.33386 -1.71006 3.77726
H 1.93292 5.47161 -3.66467
H -1.43492 -3.40140 -4.57731
H 2.40392 4.02457 4.59905
O 1.37099 -1.01653 -1.43326
C -4.00101 -2.79448 0.47023
H 0.08618 -7.82911 0.21889
C -0.68793 3.65976 -0.85996
O 1.54327 4.07918 2.13738
C 4.09763 4.88830 0.07243
H -2.44002 -0.01396 1.10304
H -2.74072 -5.72436 -3.07782
Cl 1.86737 -6.38560 -3.54798
H -0.66650 4.96446 2.36386
O -2.11899 0.49773 -2.07953
C -0.13971 2.86462 6.19434
C -5.17281 -2.95632 -2.96530
H -1.94045 2.63922 7.51831
H -0.36689 -4.57772 4.77886
H 2.55518 0.41834 2.29757
C -2.41765 1.96566 2.06567
H -1.91887 -5.39844 4.99665
H -1.19494 4.15627 7.49566
C 0.50606 -9.19718 -1.31679
O 0.92873 5.99782 3.11918
O -0.70436 4.90177 -2.92908
```


Question: Which of these has the lowest LUMO?
Answer: C46H91NO16Rb3


Question: Which value of LUMO does entry 2 give?
Answer: -0.129 Ha


Question: The lowest LUMO belongs to which entry?
Answer: C46H91NO16Rb3